Model A:
A 2-piece molecular cluster, C4H12 overall. Source: OMol25; level of theory: wB97M-V/def2-TZVPD.

Structure (XYZ):
```
16
Properties=species:S:1:pos:R:3:nbo_charge:R:1
C -0.37874 -1.70094 1.31984 -0.575
C -0.90933 -0.66432 2.21564 -0.580
H -1.00366 -1.99441 0.49028 0.253
H 0.64674 -1.41195 0.94897 0.335
H -0.06572 -2.61035 1.89874 0.365
H -0.25067 -0.35678 3.02080 0.258
H -1.91616 -0.93521 2.60599 0.329
H -1.19125 0.18876 1.52292 0.338
C 0.43820 0.87684 -1.12468 -0.578
C 0.84248 1.48021 -2.42248 -0.614
H 1.27640 0.79802 -0.43368 0.216
H -0.37577 1.41179 -0.60316 0.245
H 0.02793 -0.15699 -1.28450 0.252
H 1.62008 0.92572 -2.96095 0.259
H 1.31819 2.46019 -2.24968 0.265
H 0.00344 1.72442 -3.06945 0.233
```

Summary:
Frontier orbital gap (spin up / spin down): 13.14 / 3.75 eV
Net charge: +1
⟨S²⟩: 0.753
LUMO level (spin up / spin down): -3.00 / -11.44 eV
2S+1: 2

***

Model B:
A 2-piece molecular cluster, C4H12 overall. Source: OMol25; level of theory: wB97M-V/def2-TZVPD.

Structure (XYZ):
```
16
Properties=species:S:1:pos:R:3:nbo_charge:R:1
C 0.03825 -1.46388 -1.79718 -0.518
C -0.22524 -2.37243 -0.54749 -0.544
H 0.56568 -2.02112 -2.60681 0.399
H -1.00095 -1.38874 -2.29544 0.367
H 0.62514 -0.59329 -1.76871 0.291
H -0.23007 -1.82974 0.31891 0.326
H 0.69581 -2.95253 -0.27036 0.411
H -1.11811 -2.91551 -0.72613 0.263
C -0.73166 1.90826 1.07371 -0.606
C 0.85983 1.85633 1.41565 -0.637
H -0.95769 2.03363 0.06573 0.192
H -1.25560 1.04439 1.37232 0.188
H -1.12685 2.79034 1.53828 0.229
H 1.49067 0.93413 1.26100 0.193
H 1.10577 2.41904 2.31542 0.232
H 1.26502 2.55113 0.65111 0.211
```

Summary:
Frontier orbital gap (spin up / spin down): 10.99 / 2.61 eV
Net charge: +1
⟨S²⟩: 0.753
LUMO level (spin up / spin down): -3.60 / -11.97 eV
2S+1: 2

***

Taking the most stable structure as the zero point, the relative energies in eV are model A 0.000; model B 1.209.

***

Model A:
A 2-piece molecular cluster, C6H11NO overall. Source: OMol25; level of theory: wB97M-V/def2-TZVPD.

Structure (XYZ):
```
19
Properties=species:S:1:pos:R:3:nbo_charge:R:1
C -0.06526 -1.63743 2.91287 -0.634
C -0.25377 -0.17053 2.73098 -0.240
C -0.84320 0.37089 1.68105 0.094
O -0.95024 1.74790 1.56460 -0.707
H -0.49067 -2.00672 3.84746 0.215
H -0.52798 -2.20754 2.10984 0.210
H 0.99195 -1.90382 2.98101 0.215
H 0.19856 0.49566 3.45768 0.209
H -1.18840 -0.20757 0.82916 0.166
H -1.87026 1.95224 1.35530 0.477
C 0.31100 1.24922 -1.53323 -0.455
C 1.20575 0.36092 -1.96677 -0.039
N 1.40248 0.04489 -3.31932 -0.411
C 0.39702 -0.29784 -3.99048 -0.038
H -0.17286 1.90662 -2.24530 0.196
H 0.01050 1.30199 -0.50053 0.220
H 1.95312 -0.08234 -1.31758 0.204
H 0.49121 -0.52515 -5.04908 0.172
H -0.59893 -0.39138 -3.54765 0.148
```

Summary:
Frontier orbital gap: 9.87 eV
LUMO level: 0.88 eV
Structure (SMILES): C/C=C/O.C=CN=C

***

Model B:
C6H11NO as an isolated structure. Source: OMol25; level of theory: wB97M-V/def2-TZVPD.

Structure (XYZ):
```
19
Properties=species:S:1:pos:R:3:nbo_charge:R:1
C -1.19175 0.44618 -0.97315 -0.339
C 0.61442 -1.61658 0.71558 -0.813
C 0.27249 1.05465 1.05285 -0.697
C 1.92957 -0.95646 -0.61969 0.666
C 0.14297 0.35424 -0.26610 0.401
N -2.37950 0.88203 -0.26340 -0.822
C 1.29049 0.13525 -1.10674 -0.621
O 2.78374 -1.76964 -0.78335 -0.551
H -2.66378 0.22111 0.44825 0.361
H -2.26677 1.79034 0.16786 0.358
H -1.38911 -0.52694 -1.42853 0.234
H -1.01460 1.11342 -1.83081 0.231
H 1.51022 0.65946 -2.02952 0.234
H 1.24458 -1.61554 1.60194 0.220
H 0.61416 -2.57775 0.20587 0.232
H -0.41780 -1.41864 1.01671 0.204
H 1.24821 0.88744 1.50025 0.245
H 0.19180 2.12890 0.83079 0.237
H -0.51934 0.80854 1.76118 0.221
```

Summary:
Frontier orbital gap: 7.85 eV
LUMO level: -0.22 eV

***

Model C:
C6H11NO as an isolated structure. Source: OMol25; level of theory: wB97M-V/def2-TZVPD.

Structure (XYZ):
```
19
Properties=species:S:1:pos:R:3:nbo_charge:R:1
C 1.84132 1.09526 0.26466 -0.086
C 0.91644 -1.82510 0.22825 -0.688
C -0.97562 1.79431 -0.00028 -0.694
C 0.09224 -0.61682 0.10910 0.056
C -0.09270 0.62465 0.01462 0.038
C -1.89589 -1.20894 -0.05606 0.082
O 2.75024 0.50039 -0.60743 -0.720
N -2.93295 -0.51881 -0.27837 -0.707
H 2.45324 0.65803 -1.51350 0.474
H -3.80895 -1.05928 -0.31142 0.347
H 2.12623 0.90477 1.29607 0.174
H 1.73501 2.16516 0.07784 0.149
H -1.96166 -2.31764 -0.00944 0.115
H 0.73708 -2.33195 1.18062 0.232
H 0.66181 -2.52030 -0.57519 0.235
H 1.98882 -1.62704 0.17922 0.256
H -0.79822 2.40366 -0.89048 0.226
H -0.81462 2.41312 0.88705 0.228
H -2.02183 1.46653 0.00473 0.281
```

Summary:
Frontier orbital gap: 8.02 eV
LUMO level: 0.87 eV

***

Model D:
One molecule with the formula C6H11NO. Source: OMol25; level of theory: wB97M-V/def2-TZVPD.

Structure (XYZ):
```
19
Properties=species:S:1:pos:R:3:nbo_charge:R:1
C -1.42941 -1.78742 -0.14191 -0.725
C -0.93977 -0.53793 -0.81658 0.582
O -1.16161 -0.28758 -2.01985 -0.563
C -0.39350 0.59450 -0.05786 -0.219
C -1.31056 1.44577 0.75013 -0.624
C 0.95568 0.36823 0.03499 0.223
C 1.85925 -0.23246 -1.01816 -0.668
N 1.65295 0.92661 1.10790 -0.832
H -2.52133 -1.77640 -0.09318 0.245
H -1.10984 -2.65345 -0.72742 0.244
H -1.02277 -1.87044 0.86980 0.219
H -1.60475 2.31835 0.15628 0.234
H -0.86699 1.81044 1.68028 0.203
H -2.21958 0.90507 1.03827 0.216
H 1.34512 -0.46817 -1.95237 0.251
H 2.31307 -1.15088 -0.63101 0.213
H 2.66853 0.46014 -1.27778 0.227
H 1.12491 1.13149 1.94804 0.387
H 2.66060 0.80412 1.15042 0.388
```

Summary:
Frontier orbital gap: 8.42 eV
LUMO level: 0.85 eV
Structure (SMILES): CC(=O)/C(C)=C(\C)N

***

Taking the most stable structure as the zero point, the relative energies in eV are model A 1.400; model B 3.022; model C 4.369; model D 0.000.

***

Model A:
One molecule with the formula C6H11NO. Source: OMol25; level of theory: wB97M-V/def2-TZVPD.

Structure (XYZ):
```
19
Properties=species:S:1:pos:R:3:nbo_charge:R:1
C -0.24207 -2.32540 0.94546 -0.723
C -0.82925 -1.08215 0.32791 0.689
O -2.01957 -0.87336 0.30083 -0.613
N 0.06228 -0.30117 -0.41047 -0.444
C 1.43290 -0.05179 0.02597 -0.218
C 1.52970 1.48645 0.18639 -0.413
C 0.25767 2.07732 -0.47403 -0.417
C -0.51644 0.88983 -1.04809 -0.232
H 0.76186 -2.31857 1.34650 0.221
H -0.96088 -2.79224 1.61833 0.240
H -0.21721 -3.04198 0.12175 0.241
H 2.16274 -0.36251 -0.70278 0.193
H 1.58539 -0.51179 0.99384 0.206
H 2.37979 1.92061 -0.34447 0.206
H 1.66424 1.80286 1.21665 0.209
H -0.33230 2.63275 0.25108 0.213
H 0.57043 2.73399 -1.27810 0.210
H -0.43927 0.74359 -2.12931 0.190
H -1.55242 0.95029 -0.84806 0.242
```

Summary:
Frontier orbital gap: 10.11 eV
LUMO level: 0.90 eV
Structure (SMILES): CC(=O)N1CCCC1

***

Model B:
A 2-piece molecular cluster, C6H11NO overall. Source: OMol25; level of theory: wB97M-V/def2-TZVPD.

Structure (XYZ):
```
19
Properties=species:S:1:pos:R:3:nbo_charge:R:1
C -0.56787 1.11167 -0.02306 0.199
C 0.73799 0.60284 -0.56753 -0.519
C -0.49106 1.79693 1.31228 -0.651
C 0.66947 -0.72554 0.27222 0.422
N -1.45022 1.65381 -0.93262 -0.797
C 0.43656 -1.94614 -0.57447 -0.281
C 0.92956 -3.12965 -0.23414 -0.330
O 1.31624 -0.77885 1.33939 -0.632
H -0.76974 -0.26734 0.42994 0.080
H -2.32427 2.00201 -0.56514 0.383
H -1.52099 1.20460 -1.83365 0.385
H 0.70217 0.43734 -1.64433 0.209
H 1.58990 1.20583 -0.26030 0.230
H -0.14766 -1.81294 -1.47914 0.197
H -1.48356 1.96581 1.73118 0.209
H 0.09964 1.17231 1.98570 0.261
H 0.01527 2.75717 1.19142 0.219
H 1.51060 -3.23053 0.67249 0.218
H 0.74795 -4.01933 -0.82023 0.198
```

Summary:
Frontier orbital gap: 9.35 eV
LUMO level: 0.66 eV

***

Model C:
C6H11NO as an isolated structure. Source: OMol25; level of theory: wB97M-V/def2-TZVPD.

Structure (XYZ):
```
19
Properties=species:S:1:pos:R:3:nbo_charge:R:1
C 1.56533 0.21675 -0.06822 -0.218
C -1.08695 -1.36054 -1.56911 -0.717
C 1.76421 -0.21812 1.33869 -0.654
C -0.84060 -0.64650 -0.26611 0.597
N -1.10545 1.60911 1.12932 -0.810
C 0.48046 0.82741 -0.64785 -0.211
C -0.85136 1.18129 -0.17811 -0.122
O -1.07757 -1.12830 0.81928 -0.596
H 2.37305 -0.02659 -0.74752 0.205
H -0.31767 1.48528 1.75042 0.369
H -1.90778 1.15758 1.55383 0.379
H 0.57504 1.00193 -1.71339 0.219
H -1.51851 1.58977 -0.93361 0.202
H -0.49146 -0.94736 -2.37925 0.224
H -2.14286 -1.26341 -1.82658 0.243
H -0.85551 -2.41935 -1.45448 0.234
H 1.08512 0.23645 2.06046 0.205
H 2.77486 -0.00028 1.68702 0.222
H 1.57765 -1.29511 1.44522 0.228
```

Summary:
Frontier orbital gap: 8.48 eV
LUMO level: 0.87 eV

***

Taking the most stable structure as the zero point, the relative energies in eV are model A 0.000; model B 2.959; model C 2.483.

***

Model A:
One molecule with the formula C6H11NO. Source: OMol25; level of theory: wB97M-V/def2-TZVPD.

Structure (XYZ):
```
19
Properties=species:S:1:pos:R:3:nbo_charge:R:1
C -0.06901 -0.53660 -0.77250 -0.209
C -0.92935 -1.67078 -0.25854 -0.643
C -0.88038 0.61351 -1.34864 -0.632
C 1.40536 -0.45531 0.41135 0.446
C 0.56164 0.52251 0.99830 0.254
N -0.38074 0.89345 1.84747 -0.756
C 1.73557 1.07809 0.29651 -0.515
O 1.99856 -1.52578 0.58013 -0.696
H 0.62098 -0.89616 -1.53870 0.233
H -0.86065 0.20319 2.40728 0.411
H -0.58493 1.87581 1.98151 0.402
H -1.51910 -2.10314 -1.07178 0.218
H -1.60026 1.00531 -0.62555 0.199
H -1.64442 -1.31331 0.48996 0.188
H -0.31134 -2.45622 0.17482 0.248
H -1.45264 0.25796 -2.21072 0.219
H -0.25068 1.43264 -1.69825 0.211
H 2.51454 1.43838 0.96796 0.221
H 1.64686 1.63645 -0.63061 0.202
```

Summary:
Frontier orbital gap: 8.40 eV
LUMO level: 0.60 eV

***

Model B:
One molecule with the formula C6H11NO. Source: OMol25; level of theory: wB97M-V/def2-TZVPD.

Structure (XYZ):
```
19
Properties=species:S:1:pos:R:3:nbo_charge:R:1
C 0.83769 -2.04079 0.43960 -0.729
C 0.34660 -1.02613 -0.66525 0.596
O 0.52116 -1.26016 -1.86389 -0.551
C -0.62472 -0.18303 0.01136 -0.224
C -2.08034 -0.47877 0.05902 -0.636
C 0.13863 0.98010 -0.09951 0.226
C 1.53864 1.28140 0.38517 -0.658
N -0.60170 2.13134 -0.40327 -0.814
H 1.91363 -2.15005 0.29106 0.217
H 0.67909 -1.72103 1.47129 0.215
H 0.30804 -2.97686 0.26321 0.239
H -2.25147 -1.30695 0.75567 0.222
H -2.45645 -0.79589 -0.91860 0.223
H -2.66160 0.39145 0.37278 0.228
H 2.09093 1.83987 -0.37758 0.220
H 2.13430 0.39482 0.60495 0.233
H 1.50086 1.90218 1.28823 0.232
H -1.26476 2.02481 -1.16452 0.388
H -0.06853 2.99370 -0.44969 0.373
```

Summary:
Frontier orbital gap: 8.43 eV
LUMO level: 0.87 eV
Structure (SMILES): CC(=O)/C(C)=C(\C)N

***

Model C:
A 2-piece molecular cluster, C6H11NO overall. Source: OMol25; level of theory: wB97M-V/def2-TZVPD.

Structure (XYZ):
```
19
Properties=species:S:1:pos:R:3:nbo_charge:R:1
C -1.68608 2.80566 1.05050 -0.208
C -1.04106 2.17925 0.23650 -0.042
C -0.19370 1.38987 -0.63581 -0.081
C -0.59101 0.94919 -1.82598 -0.346
C 1.15583 0.96798 -0.09961 -0.418
C 1.05299 -0.03444 1.02917 -0.602
H -2.26548 3.31075 1.78081 0.238
H -1.57037 1.19334 -2.23101 0.210
H 0.06635 0.34710 -2.42465 0.196
H 1.68108 1.87264 0.26251 0.218
H 1.74648 0.57598 -0.93045 0.209
H 0.46591 -0.92507 0.76163 0.182
H 0.61271 0.44035 1.92489 0.221
H 2.04940 -0.40673 1.31434 0.217
N -0.54164 -3.46057 0.28329 -0.500
O -0.11208 -3.02717 -1.03452 -0.585
H 0.25324 -3.27421 0.90992 0.322
H -1.26909 -2.81290 0.60806 0.326
H 0.18654 -2.09103 -0.97962 0.444
```

Summary:
Frontier orbital gap: 10.27 eV
LUMO level: 0.80 eV
Structure (SMILES): C#CC(=C)CC.NO

***

Taking the most stable structure as the zero point, the relative energies in eV are model A 1.444; model B 0.000; model C 1.921.